Density functional theory data (wB97M-V/def2-TZVPD) for a cluster of 11 separate species, C34H96N6O16 in total in a non-equilibrium geometry.

Values from the calculation:
**Energy**: -2885.196130 Ha
**ΔE to the lowest compared entry with this formula, charge and spin**: 0.0 kJ/mol
**Frontier orbital gap**: 9.5294 eV

Last column: Löwdin charge in e.
Element x y z (Å)
1 C 0.1663 -4.1251 2.6160  -0.05
2 C 0.5637 -5.5806 2.7773  -0.40
3 C 0.0634 -6.2384 4.0495  -0.22
4 O 0.3615 -5.3886 5.1310  -0.21
5 C 0.1306 -6.0157 6.3899  -0.09
6 N 0.1341 -6.3373 1.5704  0.04
7 H 0.5471 -3.5054 3.4280  0.05
8 H -0.9224 -4.0152 2.6062  0.10
9 H 0.6132 -3.7329 1.7054  0.05
10 H 1.6585 -5.5523 2.8433  0.15
11 H 0.5122 -7.2256 4.2125  0.12
12 H -1.0324 -6.3669 3.9921  0.13
13 H 0.6496 -6.9810 6.3800  0.09
14 H -0.9408 -6.1344 6.5516  0.09
15 H 0.6314 -5.3990 7.1294  0.08
16 H -0.8803 -6.4867 1.6574  0.10
17 H 0.4636 -7.3050 1.6982  0.10
18 C -3.4769 7.0405 -3.1850  -0.05
19 C -3.7140 5.7116 -2.4799  -0.44
20 C -2.5980 5.3387 -1.5186  -0.19
21 O -1.3305 5.1961 -2.1459  -0.22
22 C -1.2153 4.1986 -3.1220  -0.11
23 N -4.9751 5.7844 -1.6615  0.03
24 H -2.6815 6.8908 -3.9222  0.08
25 H -3.0270 7.7593 -2.4886  0.09
26 H -4.3637 7.4902 -3.6195  0.07
27 H -3.8629 4.9545 -3.2594  0.12
28 H -2.8685 4.3616 -1.0885  0.13
29 H -2.5781 6.0734 -0.7187  0.13
30 H -1.3167 3.1742 -2.7272  0.07
31 H -0.2081 4.2592 -3.5324  0.09
32 H -1.9765 4.2892 -3.9012  0.08
33 H -5.3022 4.8267 -1.4929  0.07
34 H -5.6875 6.0994 -2.3304  0.07
35 C 5.1845 0.8722 -0.1407  -0.06
36 C 4.7136 0.8747 1.2947  -0.42
37 C 4.4439 -0.5565 1.7120  -0.21
38 O 3.3524 -1.0216 0.9202  -0.22
39 C 3.1303 -2.3829 1.0826  -0.12
40 N 5.7786 1.4390 2.1281  0.04
41 H 5.4266 1.8318 -0.6083  0.07
42 H 4.4751 0.3887 -0.8100  0.06
43 H 6.1434 0.3383 -0.1901  0.09
44 H 3.8128 1.4735 1.4158  0.14
45 H 4.1643 -0.6345 2.7705  0.11
46 H 5.2712 -1.2568 1.5399  0.13
47 H 2.4243 -2.7689 0.3495  0.09
48 H 2.7463 -2.6259 2.0829  0.08
49 H 4.0769 -2.9267 0.9634  0.10
50 H 6.6825 1.0053 2.0112  0.07
51 H 5.5011 1.3608 3.1017  0.07
52 C 0.0902 -2.3342 7.0725  -0.07
53 C 0.2041 -1.0147 6.3297  -0.42
54 C 0.8459 -1.2215 4.9591  -0.22
55 O 0.8150 -0.0030 4.2484  -0.18
56 C 1.4245 -0.1278 2.9596  -0.07
57 N -1.1497 -0.3869 6.1974  0.04
58 H -0.3185 -3.1216 6.4386  0.06
59 H -0.2588 -2.2626 8.0967  0.08
60 H 1.1396 -2.6629 7.2213  0.08
61 H 0.8265 -0.2984 6.8760  0.14
62 H 0.2766 -1.9908 4.4167  0.10
63 H 1.8979 -1.5204 5.0955  0.14
64 H 1.0167 -1.0058 2.4379  0.08
65 H 2.5028 -0.2941 3.0755  0.06
66 H 1.1880 0.7796 2.4143  0.06
67 H -1.0246 0.3424 5.4845  0.06
68 H -1.7829 -1.0498 5.7456  0.07
69 C 1.3296 5.8211 0.5608  -0.04
70 C 1.1212 4.3174 0.6688  -0.41
71 C 0.0978 3.9986 1.7270  -0.21
72 O 0.3601 4.6584 2.9408  -0.19
73 C 1.5325 4.2213 3.5716  -0.11
74 N 0.7348 3.7125 -0.6289  0.05
75 H 1.5512 6.2714 1.5352  0.08
76 H 0.4251 6.2615 0.1324  0.08
77 H 2.1564 6.1327 -0.0815  0.07
78 H 2.0277 3.7795 0.9854  0.13
79 H -0.0029 2.9243 1.9242  0.12
80 H -0.8732 4.3920 1.4116  0.13
81 H 1.5690 3.1274 3.4777  0.08
82 H 1.3971 4.3719 4.6497  0.09
83 H 2.4375 4.7641 3.3016  0.09
84 H -0.1093 4.2368 -0.9250  0.06
85 H 1.4483 3.9348 -1.3458  0.04
86 C 4.6351 3.1836 -3.9956  -0.06
87 C 3.1658 3.3381 -3.6170  -0.42
88 C 2.5898 2.0666 -3.0274  -0.24
89 O 2.6842 0.9976 -3.9161  -0.15
90 C 2.2629 -0.1974 -3.3116  -0.09
91 N 2.9578 4.3936 -2.6028  0.04
92 H 5.2179 2.7442 -3.1818  0.08
93 H 5.0510 4.1158 -4.3772  0.08
94 H 4.7138 2.4722 -4.8257  0.08
95 H 2.6574 3.5516 -4.5609  0.14
96 H 1.5296 2.2834 -2.8140  0.11
97 H 3.0772 1.9428 -2.0461  0.12
98 H 2.4973 -1.0203 -3.9814  0.09
99 H 1.1844 -0.2019 -3.1180  0.08
100 H 2.7900 -0.3421 -2.3618  0.08
101 H 2.7213 5.2570 -3.0833  0.09
102 H 3.8653 4.5370 -2.1667  0.08
103 C -0.8957 -5.1382 -2.4968  -0.22
104 C 0.0802 -4.5148 -1.5226  -0.24
105 O 0.9499 -5.5423 -1.0011  -0.13
106 O -0.2436 -5.5362 -3.7111  -0.08
107 H -1.6280 -4.3832 -2.7975  0.11
108 H -1.3811 -5.9548 -1.9537  0.13
109 H -0.4576 -4.0498 -0.6821  0.11
110 H 0.7539 -3.7799 -1.9800  0.11
111 H 0.6565 -5.8293 -0.0842  0.03
112 H 0.3770 -6.2284 -3.4135  0.11
113 C -1.3239 -2.9885 -5.5753  -0.24
114 C -0.1689 -2.4398 -4.7933  -0.31
115 O 0.9262 -3.2581 -4.8887  -0.06
116 O -2.4862 -2.2054 -5.3410  -0.07
117 H -1.5377 -4.0369 -5.3417  0.11
118 H -1.0861 -3.0084 -6.6407  0.13
119 H -0.4293 -2.2830 -3.7334  0.10
120 H 0.0727 -1.4179 -5.0896  0.12
121 H 0.6797 -4.1270 -4.5075  0.06
122 H -3.0350 -2.6423 -4.6869  0.08
123 C -6.1735 -1.4756 1.1161  -0.26
124 C -4.8686 -2.1802 0.8198  -0.28
125 O -5.0091 -3.4888 0.3373  -0.05
126 O -7.0465 -1.5714 0.0044  -0.06
127 H -5.9296 -0.4353 1.3688  0.12
128 H -6.6405 -1.9303 2.0086  0.12
129 H -4.2264 -2.0600 1.6982  0.12
130 H -4.3831 -1.6010 0.0320  0.10
131 H -5.7718 -3.8880 0.7725  0.09
132 H -7.8568 -1.0858 0.1660  0.08
133 C -0.5540 -1.0923 -0.0528  -0.24
134 C 0.2580 0.1924 -0.0717  -0.24
135 O -0.4440 1.1505 -0.8380  -0.12
136 O -1.8907 -0.8976 0.3571  -0.06
137 H -0.0586 -1.8041 0.6133  0.09
138 H -0.5463 -1.5252 -1.0703  0.11
139 H 1.2571 -0.0143 -0.4747  0.11
140 H 0.3456 0.5281 0.9765  0.08
141 H 0.1150 1.9779 -0.9651  0.05
142 H -2.3393 -0.2984 -0.2615  0.05
143 C -3.3961 1.1790 -4.0170  -0.21
144 C -3.6041 0.4184 -2.7317  -0.23
145 O -3.3990 1.1654 -1.5322  -0.08
146 O -4.5923 1.9456 -4.2840  -0.07
147 H -3.2119 0.5001 -4.8522  0.11
148 H -2.5462 1.8648 -3.9120  0.10
149 H -2.9686 -0.4831 -2.7166  0.11
150 H -4.6353 0.0583 -2.7012  0.13
151 H -2.5272 1.5937 -1.5195  0.05
152 H -4.5413 2.2773 -5.1853  0.08